{"formula": "C31H45NO13", "method": "wB97M-V/def2-TZVPD", "e_lumo_ev": 0.42, "homo_ev": -9.40, "orbital_gap_ev": 9.82, "e_tot_ev": -60982.8594, "multiplicity": 1, "species": ["C", "C", "C", "C", "C", "C", "C", "C", "C", "C", "O", "O", "C", "O", "N", "H", "H", "H", "H", "H", "H", "H", "H", "H", "H", "H", "H", "H", "H", "H", "O", "C", "C", "C", "C", "O", "H", "H", "H", "H", "H", "H", "O", "C", "C", "C", "C", "O", "H", "H", "H", "H", "H", "H", "O", "C", "C", "C", "C", "O", "H", "H", "H", "H", "H", "H", "O", "C", "C", "C", "C", "O", "H", "H", "H", "H", "H", "H", "O", "C", "C", "C", "C", "O", "H", "H", "H", "H", "H", "H"], "xyz": [[1.0937, -3.0303, -1.3649], [1.3365, -3.5965, -2.4270], [1.9041, -4.4530, -3.6318], [3.0893, -3.6345, -4.3369], [2.4692, -2.4244, -5.1618], [3.2273, -1.0413, -4.9829], [2.4730, 0.1253, -5.7402], [1.4149, 0.6948, -4.6993], [0.0263, -0.0619, -4.4674], [-0.7170, -0.4955, -5.7860], [-1.5137, 0.2967, -6.2675], [-0.5693, -1.7506, -6.4252], [2.2115, 0.3023, -3.3495], [1.8886, 0.5536, -2.1892], [3.3960, -0.4686, -3.6274], [1.1561, -2.4167, -0.4217], [2.2793, -5.4400, -3.2025], [1.0673, -4.7025, -4.3517], [3.8788, -3.3457, -3.5906], [3.5734, -4.3721, -5.0607], [1.3551, -2.3746, -4.9649], [2.5736, -2.7008, -6.2667], [4.2734, -1.2151, -5.3722], [2.1609, -0.0798, -6.8075], [3.2202, 0.9862, -5.8322], [1.2079, 1.7908, -4.8647], [0.2467, -0.9707, -3.8149], [-0.6494, 0.6586, -3.9049], [0.2287, -1.6954, -6.9953], [3.6756, -1.1313, -2.9004], [1.0310, -0.3539, 1.1772], [0.9448, 0.8405, 1.2967], [1.9869, 1.8490, 0.8825], [1.5319, 3.0988, 1.6132], [0.0351, 2.8965, 1.6990], [-0.1477, 1.4730, 1.7966], [1.9493, 1.9736, -0.2017], [2.9811, 1.5370, 1.1998], [1.8125, 4.0271, 1.1144], [1.9634, 3.1135, 2.6188], [-0.4836, 3.2537, 0.8081], [-0.3928, 3.3810, 2.5732], [5.6951, -2.1291, -3.3483], [6.3319, -1.8686, -2.3607], [6.5450, -0.4912, -1.7860], [7.7016, -0.7206, -0.8322], [7.5077, -2.1663, -0.4303], [6.9294, -2.8024, -1.5791], [5.6385, -0.1803, -1.2611], [6.8012, 0.2237, -2.5662], [7.7144, -0.0358, 0.0163], [8.6478, -0.6087, -1.3693], [6.8187, -2.2753, 0.4117], [8.4511, -2.6515, -0.1790], [-2.0269, 4.6991, 1.8451], [-3.1690, 4.3395, 1.7502], [-4.0877, 4.0114, 2.8976], [-5.2074, 3.2609, 2.2035], [-5.1987, 3.8698, 0.8191], [-3.8278, 4.2110, 0.5676], [-4.4387, 4.9411, 3.3506], [-3.5843, 3.3900, 3.6370], [-6.1706, 3.3481, 2.7068], [-4.9545, 2.1988, 2.1428], [-5.8015, 4.7806, 0.7607], [-5.5468, 3.1678, 0.0607], [-5.5600, -0.1176, 4.9879], [-6.1418, -0.5532, 4.0332], [-6.3071, -2.0110, 3.6857], [-6.7474, -1.9444, 2.2360], [-7.4641, -0.6131, 2.1747], [-6.7874, 0.2242, 3.1235], [-7.0775, -2.4443, 4.3271], [-5.3672, -2.5496, 3.7965], [-7.3712, -2.7837, 1.9268], [-5.8676, -1.9218, 1.5866], [-8.5148, -0.6919, 2.4675], [-7.4068, -0.1637, 1.1827], [-0.1101, 1.5467, 8.1046], [-0.6972, 1.0954, 7.1599], [-0.8572, -0.3692, 6.8354], [-1.3108, -0.3277, 5.3886], [-2.0363, 0.9974, 5.3144], [-1.3557, 1.8537, 6.2435], [-1.6198, -0.7972, 7.4897], [0.0868, -0.9003, 6.9466], [-1.9325, -1.1754, 5.0981], [-0.4373, -0.3097, 4.7304], [-3.0837, 0.9155, 5.6184], [-1.9913, 1.4319, 4.3144]], "forces_ev_per_a": [[1.100, 0.140, -0.710], [0.619, -0.628, 0.269], [-0.236, 0.834, 1.312], [-0.848, -1.002, -0.393], [0.369, -0.336, -0.073], [0.525, -0.341, -1.180], [0.795, 1.031, 0.230], [0.685, -1.257, 0.492], [0.342, -0.983, 0.046], [-1.445, 2.005, -0.620], [1.377, -1.508, 0.766], [1.007, 1.224, 0.715], [0.820, 0.160, 1.537], [0.098, 0.048, -1.997], [-3.016, 0.307, -1.036], [-0.543, -0.965, -1.570], [-0.442, 1.345, -0.479], [0.992, 0.425, 0.714], [-1.007, -0.207, -0.774], [-0.453, 1.027, 0.910], [1.349, 0.158, -0.044], [-0.168, 0.526, 1.305], [-1.158, 0.316, 0.114], [-0.015, -0.102, 1.329], [-0.841, -1.135, 0.011], [0.456, -1.211, 0.460], [-0.560, 1.111, -0.816], [0.767, -1.127, -0.819], [-0.561, -0.168, 0.501], [-0.273, 0.472, -0.231], [-0.389, 0.271, 0.347], [0.189, -0.586, -0.511], [0.089, 0.435, 0.327], [0.376, 0.270, 0.074], [0.069, 0.374, 0.079], [0.292, -0.480, -0.003], [0.048, -0.231, 0.020], [-0.077, -0.225, -0.273], [-0.118, -0.036, 0.034], [-0.064, 0.049, -0.052], [0.045, -0.074, 0.081], [-0.082, -0.264, -0.112], [0.558, -0.388, 0.385], [-0.440, 0.066, -0.268], [0.487, 0.123, 0.119], [0.242, 0.423, 0.171], [0.250, -0.042, 0.451], [-0.202, 0.145, -0.437], [-0.048, 0.031, -0.155], [-0.379, -0.055, -0.038], [0.002, -0.112, -0.009], [-0.056, -0.022, 0.071], [-0.003, -0.014, -0.069], [-0.173, -0.175, -0.127], [-0.642, 0.150, -0.502], [0.400, 0.484, 0.315], [-0.287, -0.471, -0.058], [-0.346, -0.277, 0.324], [-0.376, -0.081, -0.151], [0.368, 0.018, 0.185], [0.152, -0.017, 0.054], [0.111, 0.329, 0.068], [0.037, -0.040, -0.096], [-0.076, 0.077, 0.016], [0.063, -0.009, -0.009], [0.197, 0.160, -0.102], [-0.127, 0.300, -0.454], [0.169, -0.032, 0.760], [0.079, -0.125, -0.514], [0.033, -0.460, -0.279], [-0.283, -0.019, -0.369], [0.243, -0.034, 0.205], [0.122, 0.017, 0.088], [-0.118, 0.058, 0.331], [-0.009, 0.112, -0.015], [-0.093, 0.003, 0.021], [0.051, 0.023, 0.016], [0.003, 0.182, 0.186], [-0.208, 0.236, -0.477], [0.163, 0.055, 0.752], [0.063, -0.146, -0.527], [0.074, -0.458, -0.286], [-0.406, -0.012, -0.352], [0.308, -0.033, 0.251], [0.115, 0.026, 0.086], [-0.112, 0.066, 0.331], [-0.025, 0.119, -0.019], [-0.105, 0.005, -0.005], [0.042, -0.005, 0.000], [0.068, 0.152, 0.151]], "lowdin_charge": [0.08, -0.13, -0.19, -0.19, -0.15, -0.31, -0.10, -0.15, -0.05, -0.42, 0.09, 0.03, -0.37, 0.04, 0.11, 0.04, 0.11, 0.11, 0.08, 0.12, 0.09, 0.12, 0.14, 0.12, 0.13, 0.15, 0.12, 0.14, 0.10, 0.11, 0.09, -0.48, -0.08, -0.15, -0.17, 0.02, 0.11, 0.13, 0.12, 0.12, 0.12, 0.11, 0.09, -0.46, -0.08, -0.16, -0.16, 0.04, 0.13, 0.13, 0.12, 0.12, 0.13, 0.13, 0.10, -0.46, -0.06, -0.16, -0.16, 0.03, 0.14, 0.12, 0.12, 0.11, 0.13, 0.13, 0.11, -0.48, -0.08, -0.16, -0.16, 0.01, 0.14, 0.13, 0.12, 0.12, 0.13, 0.13, 0.11, -0.48, -0.08, -0.15, -0.16, 0.03, 0.13, 0.13, 0.12, 0.12, 0.12, 0.11]}